# 1
C4H11NO in the gas phase at a distorted geometry. Source: OMol25; level of theory: ωB97M-V/def2-TZVPD.

Calculated values
- electronic energy (eV) = -7860.887
- total charge = 0
- max |F| (eV Å⁻¹) = 2.84
- HOMO (eV) = -9.3
- multiplicity = 1
- SMILES string = CCN(C)OC
- Kohn-Sham gap (eV) = 10.5

Element x y z (Å)
C  1.015  -1.147  1.650
C  0.343  -1.210  0.287
N  -0.611  -0.175  0.067
C  -1.537  -0.477  -1.011
O  0.493  0.880  -0.655
C  0.305  2.272  -0.525
H  1.472  -0.170  1.823
H  0.301  -1.346  2.455
H  1.817  -1.888  1.712
H  -0.039  -2.216  0.071
H  1.109  -0.879  -0.512
H  -2.240  -1.245  -0.667
H  -2.118  0.414  -1.259
H  -1.038  -0.846  -1.915
H  0.115  2.712  -1.512
H  -0.560  2.521  0.105
H  1.173  2.800  -0.115

Atomic forces in eV per Å
C -0.1 0.0 0.1
C 2.3 0.1 -1.1
N 0.6 2.6 -0.9
C 0.0 0.1 -0.2
O -1.4 -1.1 0.9
C -1.0 0.3 -0.1
H -0.2 0.0 -0.1
H 0.1 0.0 -0.1
H -0.1 0.0 0.0
H -0.2 0.3 0.0
H -0.6 -1.6 1.0
H 0.2 0.1 0.1
H 0.1 -0.1 0.0
H 0.1 0.0 0.0
H 0.0 -0.1 0.0
H 0.2 -0.2 0.0
H 0.1 -0.5 0.2

The net atomic charges from Mulliken, expressed in e, are: -1.250 -0.085 -0.165 -0.810 -0.394 -0.689 0.271 0.304 0.359 0.388 0.315 0.369 0.262 0.323 0.242 0.301 0.258

# 2
A molecular structure, C14H17IrN3Se at a distorted geometry. Source: OMol25; level of theory: ωB97M-V/def2-TZVPD.

Calculated values
- electronic energy (eV) = -87426.735
- total charge = +2
- max |F| (eV Å⁻¹) = 7.98
- HOMO (alpha / beta) (eV) = -13.6 / -15.9
- multiplicity = 6
- ⟨S²⟩ = 8.8082
- Kohn-Sham gap (alpha / beta) (eV) = 6.3 / 5.5

Element x y z (Å)
C  4.556  2.043  -0.346
C  4.168  2.505  -1.747
H  4.334  2.821  0.383
H  5.636  1.888  -0.337
H  4.081  1.125  -0.020
H  3.098  2.565  -1.933
H  4.586  3.504  -1.899
H  4.599  1.864  -2.517
C  -0.381  -0.674  2.852
C  -1.279  -0.735  3.915
C  -2.662  -0.716  3.695
C  -3.112  -0.664  2.392
H  0.698  -0.699  2.996
H  -0.909  -0.790  4.938
H  -3.402  -0.719  4.493
H  -4.161  -0.612  2.091
N  -0.824  -0.575  1.577
C  -2.165  -0.626  1.358
C  -2.525  -0.517  -0.018
N  -1.458  -0.398  -0.867
C  -1.689  -0.322  -2.209
C  -4.088  -0.256  -1.814
C  -2.994  -0.221  -2.683
H  -0.804  -0.334  -2.844
H  -3.154  -0.107  -3.750
C  -3.847  -0.420  -0.467
H  -4.611  -0.442  0.308
H  -5.119  -0.146  -2.144
Ir  0.452  -0.378  -0.162
C  1.546  0.171  -1.670
H  1.185  1.118  -2.103
H  1.424  -0.636  -2.413
H  2.607  0.268  -1.390
Se  2.785  -4.267  1.283
C  2.007  -2.812  0.697
N  1.425  -1.806  0.352

Atomic forces in eV per Å
C 0.3 0.4 -0.2
C 0.3 0.2 -0.1
H -0.1 -0.1 0.1
H -0.1 -0.1 0.2
H -0.1 -0.3 0.0
H -0.1 0.1 0.1
H -0.1 -0.1 -0.1
H 0.0 0.0 0.0
C -0.8 0.0 0.1
C 0.2 -0.2 0.3
C 0.0 0.1 -0.2
C 0.5 -0.1 -1.0
H -0.3 0.2 0.1
H 0.0 0.0 -0.3
H 0.4 0.0 0.1
H 0.4 -0.2 0.7
N -0.5 0.3 1.7
C 0.5 0.4 1.5
C -0.3 0.7 -1.7
N -2.4 -1.4 -1.2
C -0.9 0.2 0.5
C 0.0 0.1 0.1
C 0.4 0.0 -0.4
H -0.4 0.1 0.0
H 0.1 -0.1 0.1
C 0.9 0.0 0.8
H -0.1 0.0 -0.7
H 0.3 0.0 -0.2
Ir -2.6 2.9 -0.3
C 1.8 2.2 -1.1
H 0.3 -0.2 0.0
H 0.0 -0.3 0.2
H -0.2 0.0 -0.5
Se 0.0 0.4 -0.2
C -1.0 1.6 -0.4
N 3.6 -6.8 2.1

The net atomic charges from Mulliken, expressed in e, are: -0.688 -0.843 0.265 0.290 0.200 0.209 0.351 0.298 0.055 -0.715 -0.478 -0.675 0.485 0.389 0.476 0.336 -0.317 0.922 0.584 -0.310 -0.033 -0.513 -0.665 0.420 0.412 -0.557 0.332 0.478 1.146 -1.209 0.387 0.509 0.228 0.373 0.551 -0.692

Look up the total charge of the second one.
+2

total charge of number 2 (C14H17IrN3Se)?
+2